Entry 1:
A structure of composition C34H43F5N6O4P2Ru in a non-equilibrium geometry, computed with ωB97M-V with the def2-TZVPD basis set.

ORCA input file:
```
! wB97M-V def2-TZVPD RIJCOSX def2/J DEFGRID3
* xyz 1 2
Ru 0.7373 -0.0438 -1.0389
P -1.7321 -0.7101 -0.3712
P 1.3332 -1.3695 0.8413
F 4.6160 3.3064 0.9893
F 2.7678 1.5772 0.3983
F -0.6330 7.3669 -1.7576
F 4.7398 0.9736 -3.8786
F 6.5762 2.6709 -3.2228
O -3.3893 6.9947 -1.4005
O 0.3056 2.3463 -0.9770
O -2.5782 3.3957 1.2719
O 0.2683 1.1881 0.8926
N 0.3025 -0.8464 -3.0397
N -0.7876 4.5282 0.4449
N 0.0136 -1.5281 3.1838
N -2.3429 -0.3798 2.2791
N -2.9433 5.2386 -0.0209
N 2.5809 0.2398 -2.0478
C 3.6741 1.8260 -0.5346
C -0.0255 0.3816 -3.7968
C 5.6319 2.4108 -2.3202
C 1.7928 -3.1612 0.6728
C -4.4450 -1.2945 0.2441
C -3.1125 -0.1372 4.5425
C -2.1383 -0.5636 3.6105
C -2.5701 6.2928 -0.8673
C -2.5877 0.8842 -0.6394
C 3.1017 -3.1869 -0.1306
C 1.9656 -3.8504 2.0259
C 4.6582 2.7314 -0.2134
C 0.1097 3.5729 1.0681
C 0.6817 -3.8388 -0.1154
C -1.1198 6.3907 -0.9913
C -0.3078 5.5446 -0.3647
C -1.4229 -0.7660 1.4438
C -0.1796 -1.2905 1.9157
C -0.9778 -1.2187 4.0643
C -3.6116 -2.2660 -1.8731
C 4.6483 1.5037 -2.6554
C 5.6651 3.0430 -1.0986
C -0.8248 -1.5126 5.4395
C 2.6626 -0.4170 -3.3440
C 1.5815 -1.4327 -3.4370
C 0.2299 2.2921 0.2639
C -3.2270 -1.9384 -0.4251
C -0.7420 -1.8466 -3.2467
C -2.8514 -3.2391 0.2765
C -2.1387 4.3199 0.6146
C -2.9363 -0.4132 5.8655
C 3.5999 1.1516 -1.7689
C -1.7919 -1.1198 6.3160
C 2.5154 -0.6689 2.0155
H 0.1011 0.2259 -4.8716
H 0.0657 -2.0376 5.7609
H 2.5878 0.3129 -4.1512
H 3.6165 -0.9279 -3.4778
H -3.3717 0.7558 -1.3876
H -5.1916 -2.0807 0.3861
H 3.0233 -2.5766 -1.0346
H -1.0633 0.6456 -3.6016
H -1.8811 1.6166 -1.0177
H -3.6888 -3.9370 0.1926
H -1.9884 -3.7057 -0.1913
H 3.3333 -4.2125 -0.4275
H -0.5587 -2.7118 -2.6150
H 2.2487 0.3686 2.1885
H 1.0529 -3.8120 2.6174
H 0.9635 -4.8670 -0.3546
H 2.7716 -3.4069 2.6108
H 6.4489 3.7450 -0.8496
H -0.2288 -3.8691 0.4791
H 0.7651 5.6323 -0.4578
H -4.5939 -2.7445 -1.8724
H 2.2175 -4.9002 1.8520
H -1.7003 -1.4182 -3.0001
H -3.9820 0.3945 4.1772
H 0.5975 1.2132 -3.4718
H -3.0112 1.2475 0.2950
H 3.9417 -2.8119 0.4581
H -2.6489 -3.0936 1.3395
H 2.4304 -1.2244 2.9455
H -3.6771 -0.0943 6.5871
H -3.6961 -1.3686 -2.4918
H -1.6871 -1.3389 7.3709
H -4.8890 -0.5218 -0.3833
H -0.7574 -2.1672 -4.2940
H 1.5340 -1.8382 -4.4556
H 3.5278 -0.7173 1.6150
H -2.9084 -2.9559 -2.3362
H -0.2548 3.3237 2.0599
H 1.1019 4.0160 1.1524
H -4.2154 -0.8620 1.2121
H 1.7834 -2.2574 -2.7534
H -3.9351 5.1349 0.1383
H 0.4738 -3.3053 -1.0447
*
```

Computed properties:
Kohn-Sham gap (spin up / spin down) = 7.9 / 6.1 eV
lowest unoccupied orbital energy (spin up / spin down) = -3.1336 / -4.7774 eV

Here are the Löwdin charges for atoms 1 to 6, given in e: Ru 0.980; P 1.059; P 0.988; F 0.114; F 0.062; F 0.104


Entry 2:
A structure of composition C34H43F9N7O3S5Ti in a non-equilibrium geometry, computed with ωB97M-V with the def2-TZVPD basis set.

ORCA input file:
```
! wB97M-V def2-TZVPD RIJCOSX def2/J DEFGRID3
* xyz 2 2
Ti -0.8325 -0.7423 0.8442
S 2.1465 2.1816 2.5310
S -1.5590 1.9690 1.1032
S 1.2748 0.4139 -5.3555
S -0.6986 -0.7548 -2.6297
S 0.1532 2.5503 -2.4028
F -5.3080 -3.2217 0.9174
F -2.1775 -2.3836 2.4798
F -4.3388 -2.7623 -0.9675
F -2.9933 -0.4443 2.9449
F -5.9464 -0.9003 0.2907
F -4.9863 0.3950 1.7024
F -4.3876 0.4179 -0.3698
F -3.2680 -3.8022 0.5909
F -4.2471 -2.1820 3.1388
O -2.4945 -1.1336 0.2276
O -0.3011 -0.4838 2.6537
O 1.4520 -1.8788 2.6466
N -3.8549 3.0880 1.9613
N 0.7711 0.3922 0.1420
N 1.4831 4.4212 1.1870
N 0.6124 4.1831 3.2649
N 0.1934 -2.2665 0.0689
N -3.5258 3.2925 -0.1745
N 2.5347 -1.0139 4.8126
C 1.1231 -0.5582 4.5721
C -3.0343 2.7845 0.9530
C -5.0926 3.7292 1.5096
C -3.3120 -1.6205 2.4020
C 1.9830 5.1702 -1.0191
C 1.3127 -1.2430 6.8503
C 2.0948 1.0215 -3.8353
C -4.1745 -2.8412 0.3483
C 1.3921 3.6761 2.2968
C 1.6397 2.4259 -3.4523
C -4.7760 -0.3794 0.6279
C 0.6857 -4.4920 -0.6582
C 4.0832 -1.0918 -0.8272
C -1.1951 1.8947 -3.4437
C 2.7901 5.2513 -2.1392
C 3.7414 -2.4029 -0.9949
C -1.8346 0.6461 -2.8547
C 3.5186 3.6215 -0.0050
C 0.8212 -1.2938 -4.9353
C 0.3162 -1.2269 5.6885
C 2.4172 -2.8341 -0.7455
C 3.9685 4.5210 -2.2021
C 3.1113 -0.1438 -0.4459
C 2.3412 4.3586 0.0545
C -0.1692 -3.5209 -0.1255
C 2.6140 -1.6589 6.1734
C -3.6523 -1.4667 0.8842
C 4.3224 3.7102 -1.1350
C 1.8266 -0.5344 -0.1920
C -0.5628 -1.4486 -4.3142
C -4.8311 3.9302 0.0014
C 1.9820 -4.1631 -0.9435
C 0.7394 -1.0279 3.1685
C 1.4701 -1.8989 -0.2864
H -5.2465 4.6721 2.0307
H -0.5914 -0.6730 5.9138
H 1.0759 0.5262 4.6170
H 3.1654 1.0389 -4.0454
H -1.1744 -3.7924 0.1602
H 1.0332 -1.9297 7.6454
H -5.9516 3.0858 1.6965
H 4.4754 -3.1326 -1.3124
H 0.8321 5.1915 1.1316
H 1.5998 -1.7150 -4.2986
H 2.6592 -2.7372 6.0387
H 3.3744 0.9043 -0.3569
H -0.7713 1.6943 -4.4235
H 0.0441 -2.2463 5.4057
H -2.2088 0.8353 -1.8456
H 0.3129 -5.4942 -0.8129
H -4.7853 4.9839 -0.2698
H -0.8128 -2.5075 -4.2345
H -3.7586 2.6614 2.8657
H 2.6755 -4.9054 -1.3185
H 2.3977 2.9073 -2.8327
H 5.2505 3.1537 -1.1632
H 5.0984 -0.7678 -1.0114
H 3.1892 -0.2395 4.7057
H 2.7034 -1.6791 4.0340
H -3.0477 3.2180 -1.0547
H -2.6652 0.3100 -3.4768
H 1.4076 -0.2420 7.2746
H 3.8335 3.0204 0.8320
H -1.9428 2.6843 -3.5421
H 0.1835 5.0908 3.1902
H 1.1709 1.0829 0.8045
H 3.5067 -1.3292 6.6968
H 0.4589 3.6529 4.1015
H 2.5084 5.9008 -2.9568
H 1.4853 3.0439 -4.3374
H 1.9017 0.3102 -3.0354
H -1.3157 -0.9558 -4.9272
H 0.5290 0.9592 -0.6929
H -5.5833 3.4445 -0.6181
H 4.6140 4.5995 -3.0665
H 1.0730 5.7580 -0.9652
H 0.8368 -1.8200 -5.8906
*
```

Computed properties:
Kohn-Sham gap (spin up / spin down) = 7.3 / 7.2 eV
lowest unoccupied orbital energy (spin up / spin down) = -5.0725 / -5.1392 eV

Here are the Löwdin charges for atoms 1 to 6, given in e: Ti 0.925; S 0.703; S 0.727; S 0.896; S 0.901; S 0.868


Entry 3:
A structure of composition C34H43FeN7O5S in a non-equilibrium geometry, computed with ωB97M-V with the def2-TZVPD basis set.

ORCA input file:
```
! wB97M-V def2-TZVPD RIJCOSX def2/J DEFGRID3
* xyz 0 1
Fe -0.2498 -0.4846 0.2635
S 0.0577 -2.1361 2.0679
O 1.4497 0.2607 0.8988
O -1.2114 0.9600 1.3132
O -2.8629 -3.4016 -0.9493
O -0.9030 0.8459 -1.3507
O 3.4289 -0.4870 -1.7939
N 1.3202 1.5408 -1.0707
N 1.1943 -0.1975 3.5540
N 2.3177 -2.0744 3.5183
N 4.2678 0.3695 -0.9902
N -1.4191 3.2087 1.2808
N -2.0581 -1.4541 0.0037
N 0.2706 -1.8888 -0.9237
C 1.9993 2.7904 -1.0427
C -3.4938 -0.8597 -2.4458
C 1.5768 0.3096 -0.3631
C -5.1930 0.2553 -0.9907
C -5.7053 0.6320 0.2406
C 2.4374 3.3260 -2.2677
C 2.4660 2.5201 -3.5464
C -1.7027 1.8905 -0.7968
C 2.1394 -3.2230 -1.6240
C 4.8376 -0.4324 0.0783
C 5.2812 0.8689 -1.8939
C 1.9322 2.9693 1.5113
C -1.4322 2.0060 0.6848
C -3.2431 -0.9861 2.6175
C -0.0515 -4.2059 -1.3126
C -0.5167 -2.9716 -0.9444
C -5.0543 0.2271 1.3937
C 2.2079 3.5233 0.1400
C 1.6059 -1.9682 -1.2201
C -4.0172 -0.4812 -1.0875
C 2.2484 -0.7429 -1.1126
C 3.0334 5.3927 -1.1688
C 2.4755 0.1376 4.1668
C -3.8832 -0.5225 1.3383
C -1.9523 -2.6466 -0.6201
C -1.8282 4.4234 0.5835
C 2.9218 4.6299 -2.3145
C 3.0505 -1.2533 4.4713
C 0.2877 1.2961 -2.0291
C 2.7122 4.8153 0.0487
C -1.5110 3.2647 2.7353
C 1.3103 -4.3144 -1.6582
C 1.2174 -1.4544 3.0604
C -3.3293 -0.8483 0.0903
H 2.3330 0.7315 5.0675
H 1.7151 -5.2758 -1.9507
H -2.5205 -0.2534 2.9817
H 5.8146 1.6765 -1.3926
H -5.4712 0.4769 2.3637
H 0.5229 0.4672 -2.6983
H 1.6147 2.7413 -4.1948
H 2.3958 -3.0753 3.4646
H 2.4809 1.4501 -3.3470
H -0.7923 3.9875 3.1224
H -4.0002 -1.1359 3.3881
H 5.9952 0.0917 -2.2006
H 5.4483 0.2283 0.6960
H 3.1858 -3.2978 -1.8844
H 4.0292 -0.8445 0.6838
H 3.3662 2.7763 -4.1050
H 0.9887 2.4315 1.5460
H -2.7400 1.5646 -0.9131
H -1.2504 4.5665 -0.3272
H 3.2311 5.0371 -3.2703
H -2.8941 4.4212 0.3424
H 0.6998 0.4845 2.9972
H 0.0727 2.2015 -2.5944
H 3.3972 6.4108 -1.2141
H -2.5171 3.5636 3.0373
H 4.1230 -1.3076 4.2942
H -1.6239 5.2689 1.2360
H -2.4088 -0.7623 -2.4865
H 2.8394 5.3873 0.9605
H -1.5447 2.8184 -1.3414
H -1.2990 2.2836 3.1472
H 5.4599 -1.2549 -0.3016
H -3.9410 -0.2344 -3.2198
H -0.7343 -5.0418 -1.3437
H 4.7922 1.2653 -2.7800
H -3.7274 -1.9047 -2.6539
H 1.9240 3.7732 2.2481
H 2.7092 2.2539 1.7868
H 2.8472 -1.5522 5.5030
H 3.1129 0.6896 3.4705
H -6.6138 1.2186 0.3002
H -2.7028 -1.9161 2.4616
H -5.7134 0.5347 -1.9003
*
```

Computed properties:
Kohn-Sham gap (spin up / spin down) = 6.1 / 6.1 eV
lowest unoccupied orbital energy (spin up / spin down) = 0.2803 / 0.2802 eV

Here are the Löwdin charges for atoms 1 to 6, given in e: Fe 0.456; S 0.880; O -0.079; O -0.020; O 0.045; O -0.131